Record 1
Computed, not measured: C17H39LaOP3Se as an isolated structure, with ωB97M-V with the def2-TZVPD basis set.

Geometry (Å):
La1 -0.003 0.013 -0.987
Se1 -0.157 0.350 -3.982
P1 -2.842 -0.133 -0.754
P2 -0.076 2.886 -0.539
P3 0.134 -2.887 -0.454
O1 -0.057 -0.006 1.537
C1 1.833 -3.583 -0.439
C2 -3.759 -1.569 -0.058
C3 -0.792 3.453 -2.133
C4 -3.435 -0.190 -2.514
C5 -0.670 -3.965 0.784
C6 1.905 0.377 -7.668
C7 -0.526 -3.542 -2.043
C8 2.807 -0.142 -5.080
C9 3.277 0.153 -7.458
C10 3.041 0.152 -0.588
C11 1.564 3.700 -0.552
C12 2.796 0.066 -1.929
C13 1.003 0.383 -6.598
C14 -0.972 3.902 0.684
C15 1.453 0.159 -5.297
C16 -3.857 1.265 -0.119
C17 3.708 -0.114 -6.162
H1 -0.063 0.569 -6.759
H2 -0.098 -0.799 2.103
H3 2.302 3.077 -1.085
H4 1.915 3.840 0.486
H5 -0.570 4.521 -2.247
H6 -0.108 -2.991 -2.897
H7 -3.742 1.380 0.971
H8 4.771 -0.311 -5.988
H9 -1.991 3.516 0.816
H10 -0.079 -3.959 1.709
H11 -1.018 4.947 0.353
H12 -4.536 -0.294 -2.458
H13 -3.396 -2.534 -0.454
H14 -1.877 3.291 -2.136
H15 -3.168 0.724 -3.068
H16 -0.361 2.886 -2.975
H17 2.618 -0.913 -2.395
H18 2.537 -2.881 -0.918
H19 -0.253 -4.602 -2.122
H20 1.484 4.684 -1.046
H21 -1.679 -3.595 1.006
H22 3.194 1.101 -0.069
H23 -4.914 1.028 -0.353
H24 2.780 0.925 -2.612
H25 1.850 -4.548 -0.976
H26 -3.586 2.229 -0.584
H27 -0.017 0.754 2.148
H28 -0.447 3.852 1.648
H29 3.969 0.194 -8.295
H30 -3.667 -1.607 1.039
H31 3.218 -0.404 -4.111
H32 1.517 0.553 -8.662
H33 2.158 -3.741 0.605
H34 3.203 -0.747 0.014
H35 0.941 0.014 -2.938
H36 -0.740 -4.995 0.410
H37 -3.003 -1.039 -3.063
H38 -1.619 -3.433 -2.065
H39 -4.823 -1.435 -0.332

The value obtained for the LUMO energy is -10.72 eV. As for the total energy: -4202.48258 Eh. As for the energy relative to the best compared isomer or geometry (same formula, charge and spin): 0.0 kcal/mol. Its highest occupied orbital energy is -16.96 eV. The multiplicity is 1. The gap between HOMO and LUMO is 6.233 eV. The total charge is +3.

=====

Record 2
Computed, not measured: a 5-piece molecular cluster, C17H39N2O9 overall, with ωB97M-V with the def2-TZVPD basis set.

Geometry (Å):
O1 2.875 2.557 -3.765
O2 0.263 -3.715 3.635
O3 4.808 1.745 -3.064
O4 0.103 -0.612 0.065
O5 -3.872 3.240 1.955
O6 -4.693 1.094 -1.383
O7 -1.786 3.638 2.641
O8 -2.117 2.548 0.749
O9 4.202 1.296 -5.136
N1 -0.218 -3.549 0.737
N2 -2.628 -0.246 -0.237
C1 -4.427 -0.195 -1.893
C2 -0.713 2.499 0.964
C3 1.435 -0.301 -0.158
C4 -6.025 1.511 -1.616
C5 1.277 -3.498 2.680
C6 3.032 2.985 -2.416
C7 -0.440 3.544 2.076
C8 -2.917 -0.373 -1.715
C9 4.505 2.753 -2.072
C10 0.165 -5.049 4.122
C11 2.205 -4.043 0.425
C12 -2.691 3.210 1.787
C13 -2.350 -1.694 -2.168
C14 0.388 3.172 3.294
C15 5.458 3.932 -2.264
C16 0.997 -4.218 1.360
C17 3.968 1.830 -4.097
H1 -0.426 -3.878 -0.204
H2 -4.789 -0.294 -2.920
H3 -0.002 -2.534 0.727
H4 1.393 -2.421 2.554
H5 -2.986 -2.555 -1.939
H6 5.431 4.377 -3.258
H7 4.659 2.332 -1.081
H8 2.003 -4.447 -0.568
H9 0.796 -5.284 1.399
H10 -2.406 0.489 -2.138
H11 0.128 2.184 3.682
H12 2.669 -3.059 0.438
H13 3.046 -4.662 0.753
H14 -6.718 0.731 -1.276
H15 0.715 -5.109 5.068
H16 -6.200 2.344 -0.936
H17 -0.850 -5.367 4.339
H18 -1.072 -3.701 1.275
H19 -0.185 2.727 0.038
H20 -1.326 -1.873 -1.840
H21 6.465 3.677 -1.949
H22 -3.045 -1.064 0.213
H23 2.422 2.391 -1.737
H24 1.946 0.505 0.400
H25 -0.361 1.504 1.256
H26 0.221 3.843 4.133
H27 -6.223 1.794 -2.651
H28 5.057 4.704 -1.598
H29 -2.302 -1.727 -3.259
H30 -1.621 -0.326 0.007
H31 0.710 -5.736 3.472
H32 -0.145 4.512 1.670
H33 2.042 -1.210 -0.067
H34 -4.991 -0.948 -1.325
H35 2.256 -3.821 3.049
H36 -2.994 0.567 0.272
H37 1.554 0.108 -1.178
H38 1.455 3.107 3.075
H39 2.869 4.062 -2.405

The value obtained for the LUMO energy is -2.94 eV. As for the total energy: -1457.52209 Eh. Its highest occupied orbital energy is -10.91 eV. The multiplicity is 1. The gap between HOMO and LUMO is 7.975 eV. The total charge is +1.

=====

Record 3
Computed, not measured: C17H40BeF3O15S4 as an isolated structure, with ωB97M-V with the def2-TZVPD basis set.

Geometry (Å):
S1 5.414 0.309 -1.127
S2 -2.528 -2.359 -3.937
S3 -4.120 -0.698 5.812
S4 -0.102 3.660 -6.697
F1 0.977 1.939 9.745
F2 3.026 1.994 10.037
F3 2.179 3.301 8.492
O1 1.173 2.599 -6.921
O2 -1.817 -3.842 -4.304
O3 -5.065 -1.583 6.830
O4 0.271 4.947 -7.270
O5 2.374 -0.234 8.484
O6 -1.356 3.046 -7.135
O7 -3.707 -2.200 -4.780
O8 5.548 -1.139 -1.320
O9 2.319 1.377 6.773
O10 -2.647 2.413 0.915
O11 -2.951 -0.137 6.485
O12 -1.527 -1.310 -3.922
O13 -4.978 0.155 5.019
O14 5.886 1.100 -2.568
O15 6.105 1.029 -0.021
C1 -1.297 2.247 0.820
C2 3.640 0.826 -1.189
C3 -6.420 -1.614 6.631
C4 0.863 1.415 -7.669
C5 -6.958 -2.453 7.773
C6 3.664 -0.287 5.457
C7 -3.025 -2.569 -2.146
C8 -2.635 -4.797 -4.945
C9 2.294 0.932 8.087
C10 -3.478 -2.104 4.796
C11 -1.859 -5.512 -6.080
C12 -0.059 3.794 -4.772
C13 2.305 0.419 5.700
C14 2.099 0.579 -7.892
C15 6.918 2.693 -3.821
C16 2.112 2.090 9.079
C17 6.077 2.449 -2.630
Be1 -6.367 2.920 2.163
H1 3.188 0.325 -0.333
H2 -7.055 -1.897 8.706
H3 0.872 4.313 -4.540
H4 7.234 3.725 -3.973
H5 6.490 2.346 -4.761
H6 -7.034 -0.714 6.638
H7 0.332 1.654 -8.591
H8 0.185 0.847 -7.032
H9 -2.085 -2.752 -1.626
H10 -3.745 -3.385 -2.201
H11 3.136 0.488 -2.095
H12 2.420 0.083 -6.977
H13 -2.996 -2.763 5.517
H14 -4.366 -2.530 4.328
H15 -3.652 -4.484 -5.180
H16 -1.108 -6.165 -5.635
H17 7.861 2.149 -3.849
H18 4.491 0.387 5.235
H19 -1.009 1.199 0.907
H20 -3.608 -1.692 -1.865
H21 -0.196 2.817 -4.310
H22 -2.581 -6.028 -6.713
H23 -0.898 4.386 -4.409
H24 -0.679 2.777 1.545
H25 -2.780 -1.738 4.042
H26 4.020 -0.777 6.363
H27 -1.025 2.496 -0.206
H28 -1.443 -4.751 -6.741
H29 5.144 3.004 -2.736
H30 1.523 -0.310 5.912
H31 3.765 -1.068 4.703
H32 -6.658 -2.146 5.709
H33 2.855 1.200 -8.373
H34 -6.275 -3.301 7.818
H35 6.648 2.797 -1.769
H36 -2.812 -5.632 -4.267
H37 1.833 -0.240 -8.560
H38 1.993 0.907 4.776
H39 -7.976 -2.835 7.697
H40 3.643 1.913 -1.108

The value obtained for the LUMO energy is -9.84 eV. As for the total energy: -3706.69967 Eh. As for the energy relative to the best compared isomer or geometry (same formula, charge and spin): 84.4 kcal/mol. Its highest occupied orbital energy is -12.42 eV. The multiplicity is 1. The gap between HOMO and LUMO is 2.580 eV. The total charge is +1.

=====

Record 4
Computed, not measured: C17H40HgNO2P2 as an isolated structure, with ωB97M-V with the def2-TZVPD basis set.

Geometry (Å):
Hg1 -0.007 -0.466 0.488
P1 0.640 1.802 1.319
P2 -0.535 -1.578 -1.688
O1 -1.647 -1.945 2.141
O2 -3.306 1.502 0.079
N1 1.322 1.339 -2.021
C1 3.005 3.036 2.313
C2 0.605 -3.333 -3.575
C3 -2.134 -2.474 -1.917
C4 -2.066 -3.983 -1.653
C5 -1.145 1.520 3.456
C6 2.143 0.968 3.549
C7 1.137 -3.736 -1.091
C8 0.533 2.441 -1.501
C9 -2.220 1.240 -0.175
C10 -0.623 2.547 2.438
C11 2.258 1.692 2.197
C12 0.830 -2.695 -2.186
C13 0.749 0.605 -3.155
C14 -3.235 -1.838 -1.057
C15 -0.527 -0.256 -2.962
C16 -0.149 3.829 3.129
C17 0.916 2.937 -0.091
H1 -2.046 1.934 3.931
H2 1.381 -2.982 -4.270
H3 -1.183 -2.718 2.516
H4 -4.138 -2.462 -1.119
H5 -3.084 -4.391 -1.729
H6 -1.450 -4.520 -2.385
H7 2.339 3.910 2.338
H8 -0.983 4.223 3.726
H9 -2.523 -1.988 2.567
H10 0.676 3.309 -2.183
H11 1.560 0.038 3.488
H12 2.831 1.039 1.514
H13 1.711 1.619 4.324
H14 -0.409 1.327 4.249
H15 -0.550 2.204 -1.547
H16 -2.377 -2.312 -2.982
H17 0.689 3.647 3.816
H18 -1.699 -4.203 -0.641
H19 -1.392 0.398 -2.771
H20 0.321 3.841 0.107
H21 1.717 0.644 -1.232
H22 -0.713 -0.770 -3.917
H23 1.694 -2.012 -2.248
H24 -2.939 -1.791 0.002
H25 3.158 0.698 3.878
H26 -1.447 2.809 1.752
H27 0.918 -3.372 -0.077
H28 2.208 -3.977 -1.126
H29 0.509 1.350 -3.940
H30 1.557 -0.029 -3.558
H31 3.601 3.045 3.236
H32 0.581 -4.668 -1.256
H33 3.702 3.162 1.474
H34 1.977 3.239 -0.085
H35 1.720 -0.205 -0.362
H36 -3.505 -0.832 -1.396
H37 -0.370 -3.101 -4.029
H38 0.700 -4.426 -3.515
H39 -1.421 0.559 2.999
H40 0.133 4.610 2.412

The value obtained for the LUMO energy is -3.19 eV. As for the total energy: -1712.80050 Eh. As for the energy relative to the best compared isomer or geometry (same formula, charge and spin): 0.0 kcal/mol. Its highest occupied orbital energy is -9.87 eV. The multiplicity is 1. The gap between HOMO and LUMO is 6.677 eV. The total charge is +1.

=====

Q: Which formula does entry 2 have?
A: C17H39N2O9